Record 1
C16H46BN6O5PSV as an isolated structure. Source: the Open Molecules 2025 dataset; level of theory: the ωB97M-V functional and the def2-TZVPD basis.

Geometry as ORCA input:
```
! wB97M-V def2-TZVPD RIJCOSX def2/J DEFGRID3
* xyz 3 3
V -0.414 -0.421 0.721
N -2.531 -0.212 0.539
C -3.353 -0.694 1.673
C -2.744 -0.220 2.974
N -1.334 -0.660 3.129
C -1.266 -2.142 3.319
C -0.275 -2.846 2.414
N -0.567 -2.514 0.993
C -0.763 0.037 4.321
C 0.735 0.290 4.326
N 1.057 1.571 3.622
H -2.677 0.788 0.432
H -2.856 -0.605 -0.344
H -3.397 -1.781 1.621
H -4.382 -0.337 1.602
H -3.362 -0.559 3.813
H -2.749 0.873 2.989
H -2.257 -2.569 3.157
H -1.012 -2.376 4.355
H -0.331 -3.922 2.587
H 0.747 -2.529 2.616
H -1.469 -2.914 0.739
H 0.105 -2.993 0.399
H -1.013 -0.538 5.216
H -1.269 0.999 4.435
H 1.287 -0.508 3.835
H 1.106 0.385 5.345
H 0.580 1.643 2.710
H 0.764 2.367 4.188
N 3.534 -0.733 -2.096
C 3.551 -1.239 -0.696
P 2.749 0.029 0.396
O 2.562 1.277 -0.382
O 1.477 -0.631 1.021
C 3.972 0.236 1.724
N 3.672 1.458 2.481
H 3.971 0.189 -2.154
H 2.517 -0.628 -2.373
H 4.004 -1.369 -2.739
H 4.585 -1.406 -0.400
H 3.019 -2.188 -0.668
H 4.964 0.251 1.261
H 3.932 -0.627 2.393
H 2.076 1.676 3.426
H 3.761 2.260 1.864
H 4.366 1.581 3.211
C -2.108 3.267 -0.437
S -0.716 3.224 0.679
C 0.544 3.818 -0.433
O -0.377 1.738 0.876
H -1.911 2.605 -1.282
H -2.236 4.298 -0.769
H -3.005 2.972 0.106
H 1.482 3.864 0.116
H 0.261 4.817 -0.766
H 0.636 3.119 -1.263
C 0.229 1.084 -3.943
C -0.047 -0.390 -3.692
C 0.616 -1.258 -4.741
O 0.537 -0.704 -2.356
B -0.459 -0.518 -1.400
O -1.676 -0.373 -2.023
C -1.541 -0.700 -3.452
C -1.879 -2.176 -3.595
C -2.500 0.155 -4.250
H 1.300 1.282 -3.873
H -0.281 1.713 -3.211
H -0.099 1.377 -4.940
H 1.622 -0.899 -4.969
H 0.053 -1.208 -5.674
H 0.663 -2.302 -4.435
H -1.180 -2.805 -3.040
H -1.867 -2.485 -4.640
H -2.884 -2.350 -3.211
H -2.390 1.214 -4.024
H -3.526 -0.141 -4.034
H -2.334 0.012 -5.319
*
```

Calculated values
HOMO energy (alpha / beta) = -0.62446 / -0.62237 Ha
LUMO level (alpha / beta) = -7.8 / -7.1 eV

Electronic structure analysis, Mulliken charges in units of e:
1 V 1.33
2 N -0.33
3 C -0.88
4 C -0.88
5 N 0.38
6 C -0.90
7 C -0.66
8 N -0.27
9 C -1.17
10 C -0.44
11 N 0.34
12 H -0.12
13 H 0.23
14 H 0.38
15 H 0.55
16 H 0.37
17 H 0.56
18 H 0.43
19 H 0.40
20 H 0.55
21 H 0.11
22 H 0.28
23 H 0.29
24 H 0.44
25 H 0.58
26 H 0.07
27 H 0.56
28 H -0.49
29 H 0.50
30 N -0.08
31 C -1.16
32 P 1.08
33 O -0.91
34 O -1.07
35 C -0.92
36 N -0.61
37 H 0.39
38 H 0.18
39 H 0.47
40 H 0.60
41 H 0.31
42 H 0.55
43 H 0.36
44 H 0.39
45 H 0.22
46 H 0.29
47 C -0.83
48 S 0.35
49 C -0.70
50 O -0.65
51 H 0.05
52 H 0.55
53 H 0.38
54 H 0.26
55 H 0.54
56 H 0.09
57 C -1.52
58 C 1.40
59 C -1.94
60 O 0.30
61 B 1.04
62 O -0.58
63 C 1.02
64 C -1.83
65 C -1.69
66 H 0.40
67 H 0.02
68 H 0.46
69 H 0.47
70 H 0.41
71 H 0.40
72 H 0.22
73 H 0.41
74 H 0.49
75 H 0.34
76 H 0.46
77 H 0.38

***

Record 2
C3H9O2 as an isolated structure. Source: the Open Molecules 2025 dataset; level of theory: the ωB97M-V functional and the def2-TZVPD basis.

Geometry as ORCA input:
```
! wB97M-V def2-TZVPD RIJCOSX def2/J DEFGRID3
* xyz -1 1
C -1.950 0.166 0.812
O -1.584 -1.070 0.292
H -1.167 0.627 1.414
H -2.807 0.008 1.504
H -2.362 0.847 -0.041
C 1.654 -0.639 -0.307
O 0.696 -1.709 -0.335
C 1.039 0.703 -0.726
H 2.461 -0.894 -1.016
H 1.953 -0.486 0.750
H -0.286 -1.081 0.001
H 0.204 0.889 -1.504
H 1.721 1.562 -0.942
H 0.427 1.077 0.099
*
```

Calculated values
HOMO energy = -0.12503 Ha
LUMO level = 4.4 eV

Electronic structure analysis, Mulliken charges in units of e:
1 C -0.62
2 O -0.73
3 H 0.25
4 H 0.24
5 H 0.13
6 C -0.14
7 O -0.67
8 C -1.04
9 H 0.27
10 H 0.15
11 H 0.33
12 H 0.31
13 H 0.35
14 H 0.18

***

Record 3
C34H57CoN3O2SeSi as an isolated structure. Source: the Open Molecules 2025 dataset; level of theory: the ωB97M-V functional and the def2-TZVPD basis.

Geometry as ORCA input:
```
! wB97M-V def2-TZVPD RIJCOSX def2/J DEFGRID3
* xyz 1 5
O 0.705 -1.471 0.415
O 0.902 -0.232 -4.343
C 2.135 -1.592 0.281
C 2.745 -2.748 1.038
H 2.521 -0.637 0.650
H 2.364 -1.676 -0.791
H 2.388 -2.808 2.072
H 3.831 -2.623 1.065
H 2.541 -3.704 0.547
C 0.007 -2.664 0.009
C 0.350 -3.131 -1.391
H -1.050 -2.395 0.081
H 0.201 -3.470 0.740
H 0.369 -2.308 -2.120
H -0.405 -3.858 -1.712
H 1.315 -3.649 -1.410
C -0.173 0.373 -5.075
C 1.852 -0.977 -5.111
C -1.489 -0.357 -4.875
H 0.068 0.426 -6.150
H -0.251 1.395 -4.677
H -1.425 -1.404 -5.196
H -2.260 0.129 -5.477
H -1.805 -0.324 -3.826
C 1.268 -2.165 -5.849
H 2.601 -1.311 -4.383
H 2.344 -0.304 -5.832
H 0.654 -2.802 -5.207
H 2.081 -2.783 -6.233
H 0.667 -1.852 -6.707
H 1.455 1.128 -2.755
N -0.861 -0.956 3.510
C -1.398 -0.057 4.542
C -2.614 0.591 3.995
C -2.583 1.342 2.846
C -1.621 -0.790 5.865
H -0.706 -1.307 6.179
H -2.439 -1.524 5.808
H -1.858 -0.050 6.639
C -3.615 2.399 2.568
H -4.176 2.233 1.630
H -3.135 3.392 2.511
H -4.345 2.432 3.388
N -1.598 1.154 1.914
C -0.654 -2.302 3.688
C 0.618 -2.794 4.102
C 1.723 -1.866 4.504
C 0.791 -4.168 4.206
H 1.758 -4.534 4.557
C -0.240 -5.051 3.867
H -0.071 -6.127 3.962
C -1.477 -4.572 3.410
H -2.278 -5.263 3.122
C -1.708 -3.204 3.337
C -3.036 -2.701 2.859
C -1.694 1.747 0.634
C -1.039 2.967 0.390
C -0.127 3.594 1.395
C -1.334 3.652 -0.785
H -0.878 4.631 -0.943
C -2.227 3.118 -1.716
H -2.461 3.685 -2.616
C -2.788 1.853 -1.512
H -3.472 1.433 -2.253
C -2.527 1.151 -0.337
C -3.164 -0.170 -0.030
Co -0.074 0.179 2.163
H 2.700 -2.340 4.330
H 1.654 -1.623 5.578
H 1.719 -0.910 3.952
H -3.001 -1.636 2.639
H -3.827 -2.840 3.606
H -3.338 -3.229 1.949
H 0.508 4.330 0.882
H 0.523 2.860 1.892
H -0.668 4.133 2.190
H -3.645 -0.162 0.964
H -2.399 -0.960 -0.012
H -3.919 -0.466 -0.770
H -3.549 0.482 4.546
C 1.506 2.173 -2.394
Si 2.883 3.210 -3.159
H 0.529 2.626 -2.618
H 1.606 2.156 -1.298
C 4.467 2.194 -3.188
C 3.122 4.784 -2.156
C 2.468 3.745 -4.918
H 3.316 4.297 -5.355
H 1.592 4.412 -4.934
H 2.257 2.881 -5.566
H 4.870 2.078 -2.169
H 5.233 2.683 -3.810
H 4.271 1.191 -3.600
H 3.148 4.562 -1.079
H 2.302 5.494 -2.345
H 4.068 5.276 -2.428
Se 0.134 2.189 5.953
C -0.246 0.999 4.588
N 0.522 1.089 3.555
*
```

Calculated values
HOMO energy (alpha / beta) = -0.40369 / -0.40801 Ha
LUMO level (alpha / beta) = -4.6 / -5.4 eV

Electronic structure analysis, Mulliken charges in units of e:
1 O 0.16
2 O -0.24
3 C -0.43
4 C -1.12
5 H 0.48
6 H 0.28
7 H 0.20
8 H 0.44
9 H 0.29
10 C 0.17
11 C -1.75
12 H -0.04
13 H 0.16
14 H 0.39
15 H 0.48
16 H 0.30
17 C -0.27
18 C -0.29
19 C -1.18
20 H 0.42
21 H 0.28
22 H 0.34
23 H 0.42
24 H 0.08
25 C -1.30
26 H 0.30
27 H 0.32
28 H 0.25
29 H 0.40
30 H 0.34
31 H -0.10
32 N 1.25
33 C 2.62
34 C -2.23
35 C 1.14
36 C -1.72
37 H 0.30
38 H 0.41
39 H 0.50
40 C -1.57
41 H 0.24
42 H 0.22
43 H 0.53
44 N 1.16
45 C -1.33
46 C 1.09
47 C -1.12
48 C -0.77
49 H 0.49
50 C -0.79
51 H 0.43
52 C -0.89
53 H 0.49
54 C 1.26
55 C -1.26
56 C -1.62
57 C 1.72
58 C -1.31
59 C -0.75
60 H 0.45
61 C -1.02
62 H 0.47
63 C -0.86
64 H 0.52
65 C 0.90
66 C -0.60
67 Co -0.13
68 H 0.51
69 H 0.39
70 H 0.20
71 H -0.26
72 H 0.36
73 H 0.48
74 H 0.49
75 H 0.21
76 H 0.24
77 H 0.27
78 H -0.27
79 H 0.55
80 H 0.46
81 C 0.39
82 Si 0.26
83 H -0.25
84 H 0.10
85 C -0.97
86 C -1.04
87 C -1.00
88 H 0.35
89 H 0.31
90 H 0.28
91 H 0.31
92 H 0.31
93 H 0.27
94 H 0.29
95 H 0.30
96 H 0.31
97 Se 0.14
98 C -0.79
99 N -0.21

***

| no. | molecular weight (u) |
| --- | --- |
| 1 | 527.38 |
| 2 | 77.10 |
| 3 | 705.83 |